(1)
51
Properties=species:S:1:pos:R:3:mulliken_spin:R:1 method="wB97M-V/def2-TZVPD" e_above_lowest_kj_mol=0.0 homo_ev="-14.11 / -14.11" lumo_energy_ev="-7.760 / -8.019" total_charge=+2 homo_lumo_gap_ev="6.35 / 6.09" s_squared=0.756 spin_multiplicity=2
Re 1.01 -0.06 -0.88 0.926
C 4.72 1.60 -0.19 -0.001
C 3.90 0.35 -0.05 0.011
C 2.76 0.33 0.77 0.008
C 2.02 -0.86 0.96 -0.041
C 2.37 -1.99 0.20 0.010
C 3.56 -1.99 -0.57 0.006
C 4.31 -0.84 -0.68 -0.014
H 5.60 1.51 0.44 0.000
H 4.17 2.48 0.11 0.000
H 5.07 1.72 -1.22 0.000
H 2.49 1.22 1.33 0.010
H 1.31 -0.97 1.77 0.007
H 1.80 -2.90 0.32 0.000
H 3.86 -2.89 -1.07 0.001
H 5.22 -0.84 -1.27 -0.001
Cl 2.03 -0.94 -3.23 0.001
C 0.79 -2.22 -3.53 0.007
C -0.18 -2.38 -2.38 0.007
O -0.89 -3.31 -2.30 0.003
O -0.25 -1.36 -1.44 0.032
H 1.32 -3.16 -3.69 0.000
H 0.25 -1.95 -4.43 0.000
C 1.91 2.28 -2.68 0.015
O 1.32 1.61 -1.55 0.038
H 2.99 2.18 -2.64 0.002
H 1.63 3.32 -2.62 0.001
H 1.54 1.85 -3.61 0.004
C -0.32 1.95 1.94 0.002
As -0.82 0.63 0.63 -0.044
C -2.21 1.43 -0.43 0.002
C -1.60 -0.87 1.61 0.009
C -3.07 -0.63 1.82 -0.001
C -3.51 0.16 2.88 -0.001
C -4.86 0.43 3.04 0.000
C -5.78 -0.09 2.14 0.000
C -5.35 -0.88 1.08 0.001
C -3.99 -1.15 0.92 0.000
H -1.22 2.35 2.40 0.000
H 0.22 2.76 1.45 -0.001
H 0.30 1.50 2.71 0.002
H -3.00 1.79 0.24 -0.001
H -2.63 0.68 -1.10 -0.001
H -1.80 2.26 -1.00 0.001
H -1.06 -0.93 2.56 0.001
H -1.41 -1.77 1.03 -0.002
H -2.79 0.55 3.60 0.000
H -5.20 1.03 3.87 0.000
H -6.83 0.11 2.26 0.000
H -6.06 -1.31 0.39 0.000
H -3.66 -1.78 0.11 0.000



(2)
25
Properties=species:S:1:pos:R:3:mulliken_spin:R:1 method="wB97M-V/def2-TZVPD" e_above_lowest_kj_mol=0.0 homo_ev="-3.66 / -4.34" lumo_energy_ev="2.316 / 2.303" total_charge=-1 homo_lumo_gap_ev="5.97 / 6.64" s_squared=2.006 spin_multiplicity=3
Ti -0.32 0.19 0.19 1.028
Cl -0.54 1.98 -1.25 0.013
C -2.22 -0.29 0.76 -0.021
H -2.14 -0.82 1.72 -0.003
H -2.63 -0.94 -0.03 -0.004
H -2.83 0.63 0.88 0.006
Ce 0.59 0.19 -3.02 1.018
C 2.79 0.85 -3.31 -0.009
C -1.00 0.00 -4.72 -0.007
C 0.47 -1.18 -1.03 -0.034
H -1.40 -1.03 -4.72 0.000
H -1.80 0.74 -4.58 0.000
H -0.45 0.20 -5.66 0.000
H 3.47 0.05 -2.95 -0.001
H 2.90 0.97 -4.41 0.001
H 2.98 1.80 -2.79 0.002
H -0.34 -1.87 -1.42 0.005
H 1.43 -1.65 -1.35 0.001
F 0.13 0.64 3.24 0.003
C 0.41 1.25 2.03 0.031
F -0.13 2.55 2.11 0.005
C 1.93 1.43 1.97 -0.040
F 2.34 2.15 3.03 -0.001
F 2.58 0.23 2.00 0.003
F 2.32 2.10 0.84 0.002



(3)
105
Properties=species:S:1:pos:R:3:mulliken_charge:R:1 method="wB97M-V/def2-TZVPD" e_above_lowest_kj_mol=0.0 homo_ev=-12.72 lumo_energy_ev=-3.058 total_charge=+1 homo_lumo_gap_ev=9.66
C 2.62 2.92 -1.27 -1.131
C 1.75 1.97 -2.16 -1.465
C 0.54 1.38 -1.44 -0.569
C 0.98 0.30 -0.40 -0.392
N -0.15 -0.16 0.47 1.466
C -0.58 0.95 1.43 -0.610
C -0.92 0.31 2.68 -0.890
C -0.62 -1.18 2.51 0.537
C 0.19 -1.33 1.33 -0.719
C -1.42 -0.49 -0.32 -0.432
C -1.31 -1.63 -1.29 0.385
C -2.52 -1.84 -2.20 -1.840
H 1.81 3.78 -0.91 0.081
H 3.39 3.58 -1.72 0.272
H 3.12 2.46 -0.51 0.291
H 2.34 1.33 -2.67 1.038
H 1.30 2.66 -2.95 0.248
H 0.03 1.08 -2.24 0.884
H -0.04 2.25 -1.15 0.147
H 1.70 1.00 0.10 0.134
H 1.36 -0.40 -1.16 0.247
H -1.26 1.60 0.91 0.476
H 0.12 1.71 1.89 0.085
H -2.00 0.56 2.83 0.209
H -0.37 0.75 3.40 0.552
H -1.40 -1.80 2.49 0.339
H 0.08 -1.51 3.50 -0.545
H 0.17 -2.40 0.83 0.128
H 1.24 -1.19 1.57 0.561
H -1.61 0.28 -0.93 -0.147
H -2.25 -0.44 0.36 0.908
H -1.26 -2.73 -0.99 -0.777
H -0.41 -1.62 -1.89 0.576
H -2.74 -0.93 -2.82 0.259
H -3.42 -2.00 -1.67 0.304
H -2.25 -2.70 -2.68 0.679
O 5.57 1.53 1.43 -0.657
H 5.35 1.03 0.58 0.383
H 6.48 1.36 1.53 0.302
O -0.04 0.96 6.88 -0.672
H -0.68 1.38 6.32 0.290
H 0.80 1.48 6.93 0.345
O 4.72 0.32 -0.93 -0.608
H 4.49 0.89 -1.60 0.312
H 5.16 -0.40 -1.31 0.251
O 5.93 3.53 -3.86 -0.723
H 6.54 3.61 -3.06 0.335
H 5.18 4.34 -3.93 0.336
O 1.55 -1.18 5.68 -0.549
H 1.70 -1.36 6.64 0.309
H 0.90 -0.56 5.73 0.284
O -0.49 -5.66 -2.04 -0.600
H 0.01 -6.21 -1.43 0.306
H -0.81 -4.98 -1.63 0.257
O 1.43 -0.74 -4.65 -0.687
H 0.56 -0.40 -4.61 0.265
H 1.37 -1.22 -5.43 0.311
O -1.95 3.61 -1.48 -0.624
H -2.63 3.95 -0.90 0.360
H -2.10 3.83 -2.42 0.253
O 2.88 1.47 -5.77 -0.706
H 2.34 0.61 -5.59 0.414
H 2.42 2.26 -5.54 0.288
O -5.05 0.02 0.77 -0.512
H -4.90 0.64 0.14 0.300
H -5.82 -0.42 0.50 0.312
O -0.69 -3.01 5.90 -0.537
H 0.06 -3.50 5.65 0.267
H -1.04 -3.73 6.45 0.305
O -3.16 -0.16 -5.64 -0.623
H -2.99 -1.02 -6.24 0.329
H -2.61 0.21 -5.10 0.312
O -4.04 1.68 -1.06 -0.694
H -3.24 2.07 -1.51 0.325
H -4.75 2.30 -1.27 0.244
O -3.17 -3.38 3.78 -0.719
H -2.82 -3.40 4.81 0.263
H -2.60 -4.07 3.40 0.402
O -2.04 3.57 2.56 -0.640
H -1.66 4.41 2.24 0.353
H -1.94 3.47 3.63 0.312
O -3.66 -2.81 1.07 -0.699
H -3.57 -3.27 1.95 0.233
H -3.98 -2.01 1.35 0.262
O -2.66 -5.09 -0.04 -0.606
H -3.38 -5.84 -0.03 0.269
H -3.11 -4.27 0.35 0.511
O 2.91 2.54 2.58 -0.546
H 2.82 1.66 3.01 0.309
H 3.59 2.45 2.03 0.236
O -1.17 -4.99 2.74 -0.700
H -0.22 -4.70 2.68 0.421
H -1.27 -4.72 1.82 0.208
O 4.78 0.94 -3.82 -0.606
H 4.06 1.20 -4.48 0.342
H 5.07 1.76 -3.68 0.351
O -0.87 1.29 -4.94 -0.542
H -1.32 2.18 -4.65 0.252
H -0.72 1.50 -5.96 0.323
O -0.70 5.44 0.65 -0.668
H -1.00 6.36 0.42 0.320
H -0.94 4.90 -0.21 0.320
O 1.28 -3.63 3.16 -0.554
H 1.52 -3.07 3.85 0.229
H 2.11 -3.50 2.66 0.272



(4)
31
Properties=species:S:1:pos:R:3:mulliken_charge:R:1 method="wB97M-V/def2-TZVPD" e_above_lowest_kj_mol=538.6 homo_ev=-7.30 lumo_energy_ev=0.920 smiles="C=CCC(=C=NC/C=C/C)N(C)C" homo_lumo_gap_ev=8.22
C 1.98 2.46 0.34 -0.788
C 1.02 2.04 -0.45 -0.526
C -0.42 1.78 -0.09 -1.018
C -0.68 0.28 -0.49 -0.179
C 0.20 -0.22 -1.34 0.662
N 1.06 -0.73 -1.99 -0.552
C 2.14 -1.43 -1.24 -0.801
C 2.10 -1.09 0.18 -0.042
C 1.05 -1.38 0.95 0.149
C 0.87 -0.75 2.32 -1.217
N -1.90 -0.50 -0.19 0.164
C -2.21 -1.62 -1.13 -1.105
C -2.97 0.44 0.00 -0.958
H 3.01 2.79 0.10 0.280
H 1.77 2.66 1.47 0.191
H 1.11 2.08 -1.46 0.473
H -1.19 2.32 -0.63 0.552
H -0.73 1.86 0.88 0.667
H 2.97 -1.21 -1.83 0.376
H 1.88 -2.53 -1.62 0.274
H 2.67 -0.33 0.70 0.305
H 0.19 -1.97 0.79 0.285
H 0.82 0.36 2.21 0.109
H 1.77 -0.92 3.05 0.305
H -0.08 -1.04 2.70 0.382
H -2.13 -1.28 -2.14 0.346
H -1.54 -2.39 -0.75 0.238
H -3.20 -1.79 -0.86 0.508
H -3.83 -0.17 0.22 0.499
H -2.61 0.94 1.06 0.248
H -3.13 1.35 -0.76 0.172



(5)
17
Properties=species:S:1:pos:R:3:mulliken_charge:R:1 method="wB97M-V/def2-TZVPD" homo_ev=-11.98 lumo_energy_ev=-4.398 total_charge=+1 homo_lumo_gap_ev=7.58
C -0.16 -2.81 -2.37 -0.958
C -0.22 -1.90 -0.97 0.281
Br -1.26 -2.68 0.55 -0.124
C 0.46 -0.58 -0.84 0.008
Br 1.44 0.14 -2.48 -0.116
B 0.47 0.39 0.48 0.529
N 0.37 -0.04 1.93 -0.238
C -0.88 0.33 2.42 0.118
S -2.49 0.30 3.07 -0.078
P 0.70 2.30 0.18 -0.044
O 0.33 3.22 1.61 -0.600
Cl 2.82 2.51 -0.09 -0.191
H 0.76 -3.56 -2.35 0.280
H -1.12 -3.51 -2.40 0.311
H -0.20 -2.14 -3.34 0.354
H 0.13 4.17 1.31 0.428
K -1.16 3.86 3.29 1.041



(6)
76
Properties=species:S:1:pos:R:3:mulliken_charge:R:1 method="wB97M-V/def2-TZVPD" homo_ev=-2.03 lumo_energy_ev=3.511 total_charge=-2 homo_lumo_gap_ev=5.54
Ca 0.07 -0.02 0.48 2.153
O -1.01 -0.36 4.62 -0.754
C -1.14 -0.05 3.43 0.074
N -0.31 0.65 2.64 -0.357
C 0.75 1.37 3.19 0.467
C 0.73 1.88 4.50 -0.620
C 1.74 2.69 4.98 -0.691
C 2.82 3.02 4.17 -0.643
C 2.87 2.52 2.87 -0.875
C 1.86 1.69 2.36 -0.919
N 1.81 1.26 1.04 1.799
C 2.84 1.34 0.20 -0.839
O 4.04 1.57 0.42 -0.852
C 2.42 1.14 -1.25 0.915
C 3.41 1.11 -2.22 -0.786
C 3.03 1.03 -3.55 -0.594
C 1.68 1.00 -3.86 -0.830
C 0.77 0.99 -2.81 -0.250
N 1.12 1.08 -1.54 0.802
C -2.45 -0.48 2.80 0.709
C -2.99 -1.71 3.19 -0.602
C -4.28 -2.03 2.81 -0.468
C -5.01 -1.10 2.08 -0.505
C -4.39 0.09 1.75 -0.356
N -3.14 0.40 2.08 -0.300
H -0.11 1.63 5.13 0.434
H 1.69 3.07 6.00 0.349
H 3.61 3.66 4.53 0.364
H 3.70 2.76 2.23 0.381
H 4.44 1.15 -1.91 0.554
H 3.77 0.99 -4.34 0.402
H 1.33 0.93 -4.88 0.420
H -0.30 0.92 -3.01 0.169
H -2.39 -2.38 3.80 0.461
H -4.71 -2.99 3.07 0.398
H -6.03 -1.30 1.77 0.391
H -4.92 0.85 1.18 0.377
C 0.41 4.05 -0.10 -0.762
C -0.80 3.63 -0.84 0.588
N -1.38 2.49 -0.77 0.125
C -2.49 2.38 -1.58 -0.592
C -2.77 3.50 -2.30 -0.487
S -1.62 4.73 -1.96 -0.331
C -3.20 1.11 -1.64 -0.100
C -4.45 0.92 -2.15 -0.505
S -4.86 -0.74 -2.10 -0.301
C -3.29 -1.09 -1.36 0.147
N -2.58 -0.02 -1.20 0.722
C -2.90 -2.47 -1.03 0.006
H 0.66 3.27 0.61 -0.291
H 0.25 5.00 0.41 0.536
H 1.26 4.17 -0.79 0.286
H -3.54 3.67 -3.03 0.441
H -5.14 1.66 -2.54 0.451
H -3.60 -3.20 -1.45 0.536
H -2.85 -2.60 0.05 -0.314
H -1.89 -2.65 -1.42 -0.363
F 2.76 -2.24 -4.86 -0.214
C 2.96 -3.18 -3.91 0.558
F 4.19 -3.72 -4.20 -0.353
F 2.08 -4.17 -4.16 -0.240
C 2.93 -2.65 -2.52 -0.137
C 4.12 -2.61 -1.82 -0.189
C 4.14 -2.14 -0.51 -1.138
C 2.95 -1.68 0.02 -0.275
N 1.80 -1.65 -0.65 0.227
C 1.73 -2.14 -1.92 0.239
S 0.21 -2.21 -2.67 -0.546
H 5.03 -2.96 -2.28 0.428
H 5.05 -2.12 0.07 0.423
H 2.91 -1.29 1.03 0.435
N -2.31 -6.21 0.82 -0.699
C -1.54 -5.37 1.05 0.535
N -0.63 -4.51 1.37 -0.958
C -0.52 -3.25 1.23 0.427
N -0.38 -2.09 1.17 -0.689